No. 1
{"formula": "C15H23N2O", "method": "ωB97M-V/def2-TZVPD", "relative_energy_ev": 1.204, "charge": 1, "gap_ev": 5.08, "elements": ["H", "C", "C", "H", "C", "N", "H", "H", "H", "H", "H", "H", "H", "C", "C", "C", "C", "H", "H", "H", "C", "H", "H", "C", "C", "H", "C", "C", "H", "H", "H", "H", "H", "H", "H", "C", "C", "H", "N", "C", "O"], "coordinates": [[-2.05967, 2.12605, -3.71493], [2.29486, -2.32588, 1.90805], [0.11479, -3.23636, 1.07454], [3.00264, -1.50723, 1.73777], [-0.89341, 3.25079, 0.41067], [-1.46579, 0.93456, -1.38841], [1.07659, -1.47657, 0.40317], [-0.60064, 3.59577, -0.59208], [2.46904, -4.96977, 4.09792], [-0.92028, -0.17917, -5.40073], [-1.40878, 1.41516, -5.98579], [-0.70195, 4.12538, 2.38310], [1.38474, 3.12293, 2.84448], [-0.05259, -4.38935, 1.83935], [0.77329, -4.90067, 2.83739], [-1.60119, 0.65797, -5.22390], [1.15239, -2.30868, 1.11360], [-1.97485, 3.36664, 0.51033], [2.00918, 3.54197, 1.23160], [1.33780, 1.03034, 1.45350], [1.98294, -4.39177, 3.30311], [0.18744, 5.01716, 1.13174], [-0.36211, 1.65446, -3.77555], [-1.59862, 0.29582, -2.69976], [-0.31913, 0.95626, -0.67867], [0.43016, -5.82807, 3.31137], [-0.45887, 1.77014, 0.61337], [-0.09864, 4.02031, 1.47308], [-0.86391, -0.51347, -2.73877], [-2.62687, 0.30242, -5.35497], [-1.23468, 1.23895, 1.20139], [3.61688, -3.05666, 3.38443], [-2.27066, 1.41533, -1.00627], [-0.95617, -4.97254, 1.62595], [-0.67412, -3.03719, 0.34012], [2.66233, -3.25157, 2.88257], [1.13687, 3.13000, 1.77222], [-2.60418, -0.13940, -2.73948], [0.77924, 1.84718, 1.27187], [-1.38694, 1.27051, -3.85155], [0.72287, 0.39826, -1.00583]], "forces_ev_per_angstrom": [[0.08, -0.08, -0.02], [0.19, 0.10, 0.05], [-0.22, -0.05, -0.09], [-0.27, -0.28, 0.07], [0.41, -0.26, -0.37], [-0.04, -0.36, -0.43], [0.00, -0.14, 0.15], [-0.10, -0.20, 0.20], [-0.20, 0.23, -0.32], [-0.06, 0.05, 0.01], [-0.03, -0.13, -0.05], [0.12, 0.05, -0.17], [-0.10, 0.06, -0.20], [-0.23, -0.10, -0.09], [-0.05, -0.19, 0.11], [-0.01, 0.00, -0.07], [0.02, 0.17, -0.31], [0.13, 0.07, -0.01], [-0.11, -0.10, 0.24], [-0.16, 0.26, -0.18], [0.07, -0.17, 0.18], [-0.06, -0.13, 0.10], [-0.14, 0.02, 0.00], [-0.19, -0.04, 0.26], [-0.31, 0.56, 0.00], [0.14, 0.38, -0.19], [-0.44, -0.35, -0.24], [-0.04, -0.32, 0.51], [-0.11, 0.07, -0.04], [0.07, 0.00, 0.02], [-0.03, 0.11, 0.00], [-0.36, -0.08, -0.18], [0.28, -0.03, -0.14], [0.35, 0.23, 0.09], [0.31, -0.04, 0.28], [0.25, 0.10, 0.09], [0.44, 1.15, -0.07], [0.15, -0.03, -0.12], [0.45, -0.47, 0.61], [0.19, 0.19, 0.25], [-0.40, -0.26, 0.08]]}

No. 2
{"formula": "C41H60BaBr2ClN8O11SSbSi3", "method": "ωB97M-V/def2-TZVPD", "charge": -2, "gap_ev": 6.18, "elements": ["C", "C", "C", "Si", "C", "H", "H", "N", "H", "H", "O", "C", "C", "H", "H", "C", "H", "H", "C", "N", "N", "H", "C", "Si", "C", "C", "S", "C", "H", "H", "H", "H", "C", "C", "H", "O", "N", "C", "H", "H", "C", "H", "H", "H", "N", "O", "H", "C", "H", "H", "O", "C", "H", "C", "C", "H", "N", "H", "H", "C", "H", "C", "H", "C", "C", "H", "C", "H", "Si", "H", "H", "O", "C", "H", "H", "H", "H", "H", "Sb", "H", "H", "N", "O", "C", "H", "C", "N", "H", "C", "O", "H", "C", "Cl", "H", "H", "H", "H", "H", "H", "C", "H", "H", "C", "H", "Ba", "H", "C", "H", "O", "H", "H", "O", "H", "O", "H", "H", "C", "C", "Br", "C", "C", "O", "Br", "C", "C", "C", "H", "C", "H"], "coordinates": [[5.66478, -3.25597, 1.54473], [-0.95254, 5.70206, -2.90834], [-0.40996, 0.30215, -3.83016], [-3.86877, -1.43719, -1.52837], [-1.44773, -3.15667, 5.45728], [2.82652, -2.11627, -6.15934], [-0.90998, -4.05580, 5.76216], [5.91242, -1.73045, -0.43220], [4.83227, 0.30857, 2.72914], [-5.10209, 1.30892, 0.73471], [1.87682, 2.06075, 3.19055], [-2.78333, -4.62746, 1.38190], [-4.19479, -1.55266, 3.34574], [-5.24541, -1.82633, 3.20500], [4.08273, -2.14201, 2.56476], [1.81347, -2.39661, -2.95073], [-1.82817, 6.33282, -3.00424], [-5.84141, 0.89097, 2.29117], [0.29605, 6.24177, -2.83853], [6.66254, -2.15081, -1.46464], [-0.08100, 3.49511, -2.67957], [-1.89249, 1.45472, 2.65711], [1.42035, 5.39707, -2.67281], [-3.70062, -0.19495, 2.11349], [2.22006, -3.08346, -1.63976], [-3.64997, 5.94974, 0.57845], [2.60499, 1.07945, 2.41643], [-3.23128, -2.41607, -3.01059], [4.05750, -0.73823, -0.29090], [0.23373, 0.69336, 3.98637], [-3.81360, 0.55497, -2.96881], [-5.97525, -0.24118, 0.93731], [-2.47392, 3.68332, -2.96311], [5.79892, -4.47135, 0.62954], [-4.82724, 4.19212, 0.26874], [2.89388, -4.11903, -1.73281], [0.85825, -1.47494, -2.91334], [2.24726, 3.04251, -2.30993], [6.80514, -4.56529, 0.21324], [-3.23240, -3.48883, -2.80518], [-3.83669, 4.60905, 0.41690], [5.08686, -4.40794, -0.19746], [-1.72871, -4.95180, -1.28739], [-0.90850, -3.46755, -1.79058], [-0.58799, -1.99575, 5.50869], [-1.15955, -1.27469, 3.42239], [-1.77315, -3.27899, 4.42699], [2.26537, -1.94902, -5.24795], [-4.38228, 1.02652, -1.37559], [-5.48489, 0.16799, -2.49010], [2.00167, 1.81076, -2.15873], [-4.45076, 0.24665, -2.13550], [-3.19663, 4.21526, -2.34284], [-2.74157, 3.65058, 0.41113], [-0.22348, 3.46504, 0.65350], [-3.63785, -4.73226, 0.71008], [-0.00388, 0.12765, 4.79102], [-2.83891, 1.03476, 4.09673], [0.70307, 0.13357, 5.50690], [-1.27780, 5.63555, 0.78348], [6.05802, -1.12779, 1.53776], [4.82154, -1.13839, -0.93558], [4.36696, 1.54535, 3.92380], [-0.98773, -4.20309, -0.98883], [-2.89692, 1.24287, 3.02470], [-2.33888, -3.04405, 6.08155], [2.75685, 5.85815, -2.57969], [0.44559, 7.31198, -2.88637], [-1.45798, -3.46175, 0.68700], [-5.02460, -3.49564, -0.74315], [3.75902, -0.12926, 4.08871], [-0.14255, 2.24593, 0.55423], [3.53255, 3.61204, -2.23003], [-2.83073, 3.74819, -3.99860], [-0.25941, -3.80336, 2.85127], [5.56891, -5.38195, 1.18697], [-0.27757, 6.03612, 0.91592], [0.65876, -2.69519, 1.83125], [-2.11624, -1.01230, 0.26372], [3.56808, -2.88347, 1.04405], [-2.29466, -5.60722, 1.46016], [6.03338, -1.81979, -2.53300], [1.87098, -0.18586, 2.23133], [-0.61326, -1.06231, 4.48837], [-2.45534, 2.64180, -2.64161], [-2.35494, 6.47329, 0.76002], [4.88199, -1.18135, -2.24361], [-2.22702, -2.12648, -3.32190], [-1.43035, 4.24530, 0.62857], [-2.96152, 2.43571, 0.23270], [0.71698, 4.03474, 0.78956], [-5.31653, 0.48456, 1.41624], [-2.16091, 8.20746, 0.94982], [-3.15817, -4.36038, 2.37097], [4.80209, 5.32692, -2.30105], [-0.88673, 1.97710, -4.46541], [3.29598, -3.44379, -4.05896], [0.65884, -4.41353, 1.44927], [3.80608, -3.88163, 2.45722], [-1.10462, 4.29612, -2.83745], [-3.59109, -2.45325, 3.25669], [-3.91680, -2.22694, -3.84503], [0.61956, -0.76486, -4.01162], [-6.07595, -2.50054, -1.75833], [1.15727, 0.16541, -0.30978], [-5.85650, -2.10243, -0.04935], [1.30089, -0.95103, -5.20256], [-0.32163, -1.65574, 6.41632], [-0.39371, 1.21690, -4.81440], [-0.01330, -4.69081, -0.89786], [-3.49633, 2.14210, 2.86205], [1.85004, -2.49828, -0.58558], [1.09465, -0.31626, -6.05165], [3.08823, 1.52954, 1.11088], [6.23217, -3.43898, 2.46637], [-4.49294, 6.63189, 0.56608], [0.03931, -3.59219, 1.82299], [-5.34529, -2.46874, -0.94045], [3.15807, 7.71285, -2.74431], [1.17041, 4.00695, -2.57297], [2.52962, -2.68437, -4.10901], [-1.17596, 0.34974, -2.90336], [4.99971, 2.45668, -1.92381], [4.04053, 0.65574, 3.38920], [4.20594, -3.01817, 1.92030], [6.31166, -2.00322, 0.93861], [7.39726, -2.08516, 0.91105], [3.78097, 4.97733, -2.37181], [-4.07280, -1.17331, 4.36530]], "forces_ev_per_angstrom": [[0.03, 0.04, -0.02], [0.08, 0.02, 0.03], [-0.09, 0.16, 0.02], [0.12, 0.09, 0.08], [-0.02, -0.03, -0.03], [0.01, -0.02, 0.01], [0.02, 0.00, 0.01], [0.03, -0.08, -0.20], [-0.06, -0.04, 0.00], [-0.01, -0.02, 0.02], [0.01, 0.04, 0.21], [0.15, -0.11, -0.01], [-0.10, 0.00, 0.01], [0.02, -0.01, 0.00], [0.03, -0.06, -0.04], [0.17, -0.11, 0.04], [0.00, -0.01, 0.01], [-0.07, 0.03, -0.08], [-0.02, -0.08, 0.02], [-0.07, 0.02, 0.07], [-0.05, -0.05, -0.10], [-0.04, -0.03, -0.04], [0.05, 0.07, 0.02], [0.16, -0.01, -0.04], [-0.04, -0.20, 0.13], [-0.01, -0.02, -0.01], [0.01, -0.27, -0.04], [-0.06, 0.03, -0.02], [-0.02, 0.15, -0.19], [0.06, 0.06, -0.03], [-0.02, -0.02, 0.03], [0.08, 0.01, 0.00], [-0.01, -0.04, 0.00], [-0.01, -0.01, -0.02], [-0.01, 0.06, 0.01], [-0.03, 0.10, -0.05], [0.28, 0.03, 0.26], [-0.06, 0.09, 0.01], [-0.01, 0.01, 0.03], [0.02, 0.03, -0.01], [0.05, -0.05, -0.03], [0.02, 0.02, -0.02], [0.02, 0.02, -0.03], [0.03, 0.03, 0.08], [0.03, 0.00, 0.02], [-0.08, -0.08, 0.03], [0.02, 0.00, 0.02], [0.03, -0.01, -0.02], [0.00, -0.04, 0.03], [0.02, 0.09, -0.02], [-0.04, -0.23, 0.02], [-0.08, -0.11, -0.10], [0.01, 0.02, 0.03], [-0.01, 0.04, 0.08], [-0.04, -0.12, 0.10], [0.02, 0.05, -0.01], [-0.06, -0.02, -0.02], [0.02, 0.01, -0.01], [0.03, -0.03, -0.03], [0.00, 0.03, -0.02], [0.00, 0.02, -0.03], [0.17, -0.21, 0.28], [0.01, 0.00, -0.04], [-0.01, -0.02, 0.00], [-0.02, -0.02, 0.06], [-0.01, 0.01, 0.01], [-0.08, -0.18, 0.00], [-0.03, 0.02, -0.01], [-0.06, 0.14, 0.06], [0.00, 0.04, -0.01], [-0.02, 0.04, 0.01], [-0.03, 0.03, 0.04], [-0.22, 0.00, -0.07], [0.02, -0.04, 0.02], [0.00, 0.00, -0.01], [-0.02, 0.01, -0.01], [-0.01, 0.00, 0.00], [-0.05, -0.01, -0.05], [-0.23, -0.23, 0.10], [0.00, 0.01, -0.07], [-0.11, -0.04, 0.03], [0.09, 0.02, 0.01], [0.02, -0.10, 0.46], [0.08, 0.15, 0.05], [0.04, 0.04, -0.01], [-0.01, -0.05, -0.01], [-0.15, -0.01, 0.06], [-0.01, 0.06, 0.05], [-0.03, -0.11, -0.13], [-0.01, 0.07, -0.09], [-0.06, 0.09, -0.01], [0.02, 0.05, 0.15], [0.03, 0.05, 0.00], [0.05, 0.06, -0.02], [-0.01, 0.05, 0.00], [0.02, 0.07, 0.07], [0.00, 0.00, -0.01], [0.03, 0.01, 0.06], [0.02, 0.00, -0.01], [-0.11, 0.06, 0.00], [0.02, 0.08, -0.04], [0.03, -0.05, -0.02], [0.03, -0.03, -0.08], [-0.02, -0.04, 0.04], [-0.31, -0.17, -1.16], [0.10, 0.05, -0.03], [-0.04, -0.02, 0.04], [-0.03, -0.01, 0.00], [0.01, -0.01, 0.00], [-0.04, -0.02, -0.03], [0.03, -0.01, 0.03], [0.04, 0.38, 0.09], [-0.01, 0.01, 0.01], [0.27, 0.29, 0.14], [0.02, 0.01, -0.02], [-0.01, -0.02, 0.00], [-0.01, -0.06, -0.02], [-0.07, -0.03, -0.08], [0.03, 0.09, -0.01], [0.12, -0.03, 0.10], [-0.10, 0.07, -0.14], [0.12, 0.00, -0.02], [0.05, -0.04, 0.00], [0.09, 0.09, 0.00], [-0.10, 0.04, 0.07], [-0.09, 0.02, 0.01], [0.01, -0.10, 0.00], [0.05, 0.01, 0.03], [-0.03, -0.01, -0.01]]}

No. 3
{"formula": "CH3NO2", "method": "ωB97M-V/def2-TZVPD", "relative_energy_ev": 6.927, "gap_ev": [10.73, 6.66], "elements": ["C", "O", "N", "H", "H", "H", "O"], "coordinates": [[-0.23759, 0.12275, 0.01848], [-2.64780, 0.59879, 0.53029], [-3.62097, 0.27385, -0.09269], [0.42131, 0.34487, 0.84732], [-0.46985, 0.92591, -0.71787], [-0.85860, -0.74859, 0.00002], [-3.94913, -0.83305, -0.47245]], "forces_ev_per_angstrom": [[-0.12, 1.10, -0.80], [-1.07, 0.67, -0.25], [0.46, -2.21, 0.16], [-0.11, -0.12, -0.08], [0.43, -0.83, 0.73], [0.21, -0.43, 0.00], [0.20, 1.81, 0.26]]}

No. 4
{"formula": "C24H24N2O2", "method": "ωB97M-V/def2-TZVPD", "relative_energy_ev": 2.188, "gap_ev": 8.48, "smiles": "CC(=C1C(=O)c2ccccc2C1=O)N1CCN(C/C=C/c2ccccc2)CC1", "elements": ["H", "H", "C", "H", "C", "H", "N", "H", "H", "C", "C", "C", "C", "N", "H", "C", "H", "C", "H", "H", "C", "H", "H", "C", "C", "O", "H", "C", "C", "H", "C", "H", "H", "C", "H", "H", "H", "C", "C", "H", "C", "C", "C", "O", "H", "C", "C", "H", "H", "C", "H", "C"], "coordinates": [[-0.95101, 3.72638, -0.28694], [2.54365, -2.98559, -7.40506], [2.95399, -2.97406, -3.57893], [1.98521, 0.26658, -4.12535], [2.62124, -1.78555, -4.23091], [-3.78960, -1.42357, 7.27494], [-1.20776, 1.73874, 0.33479], [3.11336, 1.19364, -0.73318], [-1.23462, 2.54295, -1.59108], [-3.22395, 1.28039, 3.44957], [2.42281, -0.52502, -3.52936], [-3.71570, -0.12175, 5.57718], [-1.12848, 0.25298, 3.00951], [1.06778, 1.22886, -1.30172], [3.05817, -2.98702, -2.50486], [-0.74303, 2.71402, -0.62606], [2.73238, 1.87251, -2.33597], [2.74172, -0.25854, -2.26505], [1.14856, 0.35501, 0.63666], [-0.25961, -1.77741, 4.86908], [0.76940, 2.55652, -0.80928], [-3.54272, 3.28681, 2.03851], [-1.38769, 0.22956, -1.05247], [2.48078, 1.07475, -1.63003], [2.47080, -1.81615, -5.61879], [0.00005, 0.02991, 2.59981], [2.20845, -0.90673, -6.14120], [-2.10338, 1.21690, 2.51009], [0.62643, 0.24573, -0.32566], [-1.62081, -2.47204, 6.83100], [-1.71920, -0.34492, 4.23608], [-1.22279, -0.33314, 0.62556], [3.19765, -1.00740, -1.63433], [-2.95443, 0.25205, 4.48844], [0.82179, -0.75090, -0.72450], [-4.66822, 0.34904, 5.76699], [3.14402, -5.06918, -6.22354], [-3.21488, -1.11216, 6.41478], [-1.95554, 2.04487, 1.39871], [1.26971, 2.75901, 0.15588], [-2.68195, 3.35551, 1.37752], [-1.98637, -1.70406, 6.16478], [-1.21795, -1.32312, 5.07032], [-4.21856, 1.98677, 3.41514], [-3.02375, 3.60839, 0.37668], [2.66032, -2.98462, -6.33092], [2.99720, -4.15382, -5.66959], [1.11654, 3.29190, -1.53961], [-2.04103, 4.15454, 1.75007], [3.13962, -4.14274, -4.29145], [3.39512, -5.05367, -3.76952], [-0.87374, 0.39883, -0.09673]], "forces_ev_per_angstrom": [[-0.06, -0.10, -0.01], [-0.01, 0.00, -0.07], [-0.04, 0.10, -0.03], [-0.06, 0.15, -0.04], [0.03, -0.43, -0.31], [-0.04, -0.03, 0.06], [-0.17, 0.10, 0.32], [-0.01, 0.05, -0.07], [0.01, 0.06, 0.06], [-0.28, 0.27, -0.25], [0.12, 0.31, 0.44], [0.01, 0.07, -0.07], [0.27, 0.24, -0.15], [-0.02, 0.11, -0.03], [0.00, 0.00, 0.12], [0.35, 0.45, -0.24], [0.06, -0.01, 0.10], [0.07, 0.01, -0.19], [-0.03, -0.02, -0.10], [0.10, -0.03, -0.02], [-0.18, 0.07, -0.06], [0.09, 0.02, -0.04], [0.02, 0.03, 0.08], [-0.15, 0.11, -0.06], [0.01, 0.08, 0.20], [-0.14, -0.15, 0.09], [-0.03, 0.09, -0.03], [0.09, 0.03, -0.46], [-0.18, -0.07, 0.05], [0.02, -0.05, 0.05], [-0.45, -0.03, 0.40], [-0.01, 0.11, -0.08], [0.08, -0.19, 0.00], [0.36, -0.42, 0.28], [-0.04, -0.02, 0.04], [-0.09, 0.05, 0.01], [0.01, -0.07, -0.04], [-0.14, 0.07, 0.02], [-0.07, 0.02, 0.04], [-0.02, 0.03, -0.05], [-0.13, 0.06, -0.03], [0.14, -0.06, -0.04], [0.02, 0.04, -0.08], [0.01, -0.22, 0.27], [0.04, 0.05, -0.07], [0.02, -0.12, -0.10], [0.00, -0.02, -0.09], [-0.01, 0.00, 0.04], [0.09, 0.06, -0.01], [0.04, -0.07, 0.05], [0.01, -0.06, 0.04], [0.33, -0.68, 0.09]]}

no.,energy (hartree),maximum force (Eh/bohr)
1,-769.839004,0.02403
2,-10005.132891,0.02357
3,-244.924570,0.04392
4,-1188.924709,0.01478